{"formula": "C21H50N2O3", "method": "ωB97M-V with the def2-TZVPD basis set", "fmax_ha_per_bohr": 0.065, "e_above_lowest_ev": 2.971, "total_energy_ha": -1165.155170, "gap_ev": 8.5, "smiles": "CCN(CC)CC.CCN(CC)CC.C1CCOC1.C1CCOC1.CO", "e_homo_ev": -7.73, "symbols": ["C", "C", "N", "C", "C", "C", "C", "H", "H", "H", "H", "H", "H", "H", "H", "H", "H", "H", "H", "H", "H", "H", "C", "C", "N", "C", "C", "C", "C", "H", "H", "H", "H", "H", "H", "H", "H", "H", "H", "H", "H", "H", "H", "H", "C", "C", "C", "O", "C", "H", "H", "H", "H", "H", "H", "H", "H", "C", "C", "C", "O", "C", "H", "H", "H", "H", "H", "H", "H", "H", "C", "O", "H", "H", "H", "H"], "xyz": [[-19.73, -23.62, 12.78], [-18.66, -24.78, 12.53], [-19.30, -26.04, 12.02], [-20.07, -26.70, 13.11], [-20.76, -28.04, 12.77], [-18.37, -26.81, 11.19], [-18.08, -26.09, 9.91], [-19.20, -22.68, 12.97], [-20.24, -23.83, 13.72], [-20.34, -23.63, 11.88], [-17.92, -24.26, 11.92], [-18.04, -24.99, 13.40], [-19.55, -26.68, 14.06], [-20.85, -25.94, 13.17], [-20.12, -28.92, 12.65], [-21.34, -28.34, 13.64], [-21.37, -27.85, 11.88], [-18.73, -27.79, 10.91], [-17.45, -27.18, 11.64], [-17.59, -26.67, 9.14], [-17.37, -25.26, 10.01], [-18.99, -25.87, 9.36], [-19.59, -23.67, 4.77], [-20.91, -24.27, 5.32], [-21.51, -23.55, 6.44], [-22.24, -22.28, 6.28], [-22.77, -22.05, 4.85], [-20.68, -23.59, 7.69], [-21.60, -23.38, 9.02], [-19.05, -23.16, 5.56], [-19.67, -22.92, 3.98], [-18.96, -24.48, 4.41], [-21.61, -24.53, 4.52], [-20.66, -25.28, 5.63], [-22.89, -21.96, 7.09], [-21.47, -21.53, 6.44], [-22.24, -22.49, 4.01], [-23.73, -22.53, 4.69], [-22.83, -20.98, 4.68], [-19.91, -22.83, 7.53], [-20.24, -24.58, 7.81], [-22.32, -24.19, 9.06], [-22.13, -22.43, 8.94], [-20.96, -23.45, 9.90], [-24.55, -24.34, 11.41], [-24.47, -25.23, 10.17], [-25.90, -25.98, 10.28], [-26.05, -26.02, 11.67], [-25.28, -25.18, 12.45], [-25.15, -23.48, 11.11], [-23.66, -23.82, 11.77], [-23.62, -25.89, 10.31], [-24.42, -24.65, 9.25], [-25.92, -26.96, 9.81], [-26.62, -25.41, 9.69], [-24.53, -25.74, 13.03], [-25.93, -24.52, 13.02], [-25.36, -16.20, 13.73], [-26.80, -16.60, 13.42], [-26.67, -17.88, 12.57], [-25.28, -18.12, 12.58], [-24.61, -17.46, 13.68], [-25.23, -15.69, 14.69], [-25.08, -15.43, 13.02], [-27.44, -15.96, 12.82], [-27.41, -16.88, 14.28], [-26.90, -17.86, 11.51], [-27.07, -18.81, 13.00], [-23.54, -17.32, 13.52], [-24.75, -18.17, 14.50], [-22.62, -21.18, 11.96], [-21.77, -20.16, 12.53], [-22.84, -21.97, 12.68], [-23.51, -20.64, 11.67], [-22.24, -21.53, 11.00], [-22.23, -19.55, 13.10]], "mulliken_charge": [-0.886, -0.882, 0.604, -0.470, -1.326, -0.657, -1.252, 0.509, 0.353, 0.015, 0.353, 0.364, 0.366, 0.238, 0.388, 0.407, 0.258, 0.398, 0.303, 0.497, 0.332, 0.202, -0.956, -0.933, 0.121, -0.314, -1.335, -0.675, -0.224, 0.269, 0.295, 0.359, 0.507, 0.453, 0.341, 0.324, 0.331, 0.324, 0.368, 0.319, 0.184, 0.040, 0.193, -0.163, -0.133, -0.463, -0.518, -0.409, -0.391, 0.217, 0.028, 0.191, 0.329, 0.310, 0.285, 0.285, 0.267, -0.610, -0.519, -0.378, -0.377, -0.259, 0.352, 0.260, 0.317, 0.245, 0.226, 0.246, 0.233, 0.270, -0.270, -0.569, 0.227, 0.397, -0.005, 0.270]}

{"formula": "C20H31N4O5", "method": "ωB97M-V with the def2-TZVPD basis set", "fmax_ha_per_bohr": 0.116, "total_energy_ha": -1375.570925, "gap_ev": [3.2, 2.5], "multiplicity": 2, "total_charge": -2, "e_homo_ev": [0.13, 0.13], "symbols": ["C", "C", "C", "C", "C", "C", "C", "C", "C", "N", "C", "N", "N", "C", "C", "C", "C", "N", "O", "H", "H", "H", "H", "H", "H", "H", "H", "H", "H", "H", "H", "H", "H", "H", "H", "H", "H", "H", "H", "H", "H", "H", "H", "H", "H", "H", "H", "H", "C", "C", "C", "O", "C", "C", "C", "O", "O", "O", "H", "H"], "xyz": [[0.06, -0.12, -4.13], [0.12, -1.23, -2.88], [1.49, -0.80, -2.02], [-1.27, -1.02, -2.04], [-1.64, -2.23, -0.99], [-1.93, -1.73, 0.55], [-0.70, -1.95, 1.60], [0.48, -0.88, 1.22], [1.11, -0.05, 2.49], [0.52, 1.33, 2.69], [-0.96, 1.39, 2.37], [-1.97, 0.85, 3.15], [-1.34, 2.11, 1.06], [-0.50, -3.40, -1.13], [-0.28, -3.72, -2.72], [0.72, -5.06, -2.78], [-1.67, -4.20, -3.51], [0.28, -2.58, -3.54], [1.57, -2.79, -3.90], [0.00, 0.94, -3.60], [1.03, -0.26, -4.77], [-0.94, -0.32, -4.76], [2.37, -0.56, -2.80], [1.31, 0.20, -1.43], [1.89, -1.68, -1.36], [-2.16, -0.89, -2.79], [-1.20, 0.00, -1.43], [-2.66, -2.70, -1.38], [-2.83, -2.41, 0.95], [-2.37, -0.64, 0.52], [-0.34, -3.08, 1.66], [-1.10, -1.68, 2.68], [0.09, -0.20, 0.33], [1.38, -1.51, 0.75], [2.26, 0.11, 2.25], [1.07, -0.72, 3.47], [1.07, 2.06, 2.17], [-1.49, 0.42, 3.98], [-0.47, 2.56, 0.67], [-1.70, 1.43, 0.35], [-0.97, -4.38, -0.64], [0.51, -3.19, -0.59], [0.03, -5.95, -2.39], [1.61, -4.99, -2.01], [1.04, -5.34, -3.87], [-2.01, -3.24, -4.13], [-1.41, -5.07, -4.25], [-2.49, -4.47, -2.71], [0.74, 4.94, 4.10], [0.04, 6.07, 4.30], [0.49, 7.23, 3.41], [-0.05, 8.33, 3.37], [1.68, 7.02, 2.53], [2.38, 5.89, 2.34], [1.86, 4.70, 3.15], [2.32, 3.56, 3.08], [3.39, 5.71, 1.59], [-0.92, 6.27, 5.11], [0.49, 4.06, 4.68], [1.97, 7.91, 1.99]], "lowdin_spin": [0.008, 0.024, 0.016, 0.001, 0.000, 0.000, 0.000, 0.000, 0.000, 0.000, 0.000, 0.000, 0.000, 0.013, 0.023, -0.001, 0.008, 0.336, 0.565, 0.000, 0.000, 0.000, 0.001, 0.000, 0.002, 0.000, 0.000, 0.000, 0.000, 0.000, 0.000, 0.000, 0.000, 0.000, 0.000, 0.000, 0.000, 0.000, 0.000, 0.000, 0.002, 0.000, 0.000, 0.001, -0.001, 0.002, 0.000, 0.000, 0.000, 0.000, 0.000, 0.000, 0.000, 0.000, 0.000, 0.000, 0.000, 0.000, 0.000, 0.000]}

{"formula": "CN2O2S", "method": "ωB97M-V with the def2-TZVPD basis set", "fmax_ha_per_bohr": 0.060, "e_above_lowest_ev": 6.369, "total_energy_ha": -696.063454, "gap_ev": [6.5, 6.5], "e_homo_ev": [-8.52, -8.52], "symbols": ["C", "N", "N", "O", "O", "S"], "xyz": [[-0.03, 0.45, -0.72], [-0.87, -0.44, -0.45], [1.00, 0.19, 0.84], [-1.21, -0.99, 0.59], [0.47, -0.50, 1.58], [0.65, 1.29, -1.85]], "mulliken_charge": [0.308, 0.229, 0.305, -0.401, -0.095, -0.347]}

{"formula": "C6H4O", "method": "ωB97M-V with the def2-TZVPD basis set", "fmax_ha_per_bohr": 0.022, "e_above_lowest_ev": 1.886, "total_energy_ha": -306.142210, "gap_ev": 9.1, "smiles": "C#Cc1ccco1", "e_homo_ev": -8.62, "symbols": ["C", "C", "C", "C", "C", "C", "O", "H", "H", "H", "H"], "xyz": [[-0.98, -2.73, -0.13], [-0.20, -1.87, 0.23], [0.26, -0.56, 0.41], [1.09, 0.17, -0.39], [0.68, 1.53, -0.24], [-0.35, 1.51, 0.65], [-0.62, 0.25, 1.06], [-1.78, -2.70, -0.84], [1.82, -0.24, -1.07], [1.09, 2.39, -0.74], [-1.00, 2.27, 1.06]], "mulliken_charge": [-0.382, -0.196, 0.362, -0.289, -0.388, -0.334, -0.269, 0.268, 0.428, 0.384, 0.416]}

{"formula": "C24H62BO29", "method": "ωB97M-V with the def2-TZVPD basis set", "fmax_ha_per_bohr": 0.186, "e_above_lowest_ev": 5.590, "total_energy_ha": -3158.421847, "gap_ev": 8.2, "total_charge": -1, "e_homo_ev": -7.33, "symbols": ["O", "C", "O", "B", "O", "C", "O", "O", "C", "O", "C", "O", "O", "O", "H", "H", "C", "C", "O", "O", "H", "H", "H", "H", "H", "H", "C", "C", "O", "O", "H", "H", "H", "H", "H", "H", "C", "C", "O", "O", "H", "H", "H", "H", "H", "H", "C", "C", "O", "O", "H", "H", "H", "H", "H", "H", "C", "C", "O", "O", "H", "H", "H", "H", "H", "H", "C", "C", "O", "O", "H", "H", "H", "H", "H", "H", "C", "C", "O", "O", "H", "H", "H", "H", "H", "H", "C", "C", "O", "O", "H", "H", "H", "H", "H", "H", "C", "C", "O", "O", "H", "H", "H", "H", "H", "H", "C", "C", "O", "O", "H", "H", "H", "H", "H", "H"], "xyz": [[-3.63, 1.39, -1.87], [-2.58, 1.54, -1.30], [-2.38, 1.21, -0.11], [-1.06, 1.65, 0.19], [-0.44, 2.04, -1.12], [-1.41, 2.03, -1.91], [-1.27, 2.04, -3.17], [-0.31, 0.49, 0.70], [0.31, 1.03, 1.62], [1.08, 0.36, 2.35], [0.05, 2.49, 1.81], [-0.94, 2.71, 1.17], [0.15, 3.01, 2.92], [-4.51, -0.89, -4.32], [-4.04, -0.06, -4.42], [-5.06, -0.78, -3.59], [-2.60, -0.38, 2.94], [-3.86, 0.39, 2.95], [-4.84, -0.53, 2.56], [-2.58, -1.61, 3.54], [-1.79, 0.19, 3.44], [-2.25, -0.56, 2.01], [-3.78, 1.30, 2.37], [-4.20, 0.71, 3.86], [-4.53, -1.26, 2.04], [-1.76, -1.61, 4.08], [0.19, -2.90, 1.44], [0.68, -3.67, 2.63], [-0.35, -3.82, 3.55], [-1.03, -3.40, 1.13], [0.84, -3.04, 0.65], [0.14, -1.80, 1.58], [1.54, -3.18, 3.08], [1.07, -4.65, 2.38], [0.03, -3.54, 4.41], [-1.45, -3.00, 0.40], [2.21, 0.73, 5.59], [0.99, 1.45, 6.14], [-0.11, 1.22, 5.26], [2.52, 1.16, 4.25], [2.19, -0.36, 5.69], [3.08, 1.05, 6.16], [1.21, 2.53, 6.34], [0.78, 1.12, 7.13], [0.07, 1.84, 4.63], [2.03, 0.58, 3.59], [2.18, -0.89, -1.15], [3.68, -0.61, -1.24], [4.37, -1.66, -0.49], [1.92, -2.14, -1.82], [1.59, -0.01, -1.67], [1.85, -0.97, -0.11], [4.00, 0.31, -0.72], [4.06, -0.58, -2.22], [4.09, -1.64, 0.45], [2.24, -2.84, -1.25], [-6.18, -0.64, -0.66], [-6.13, -2.13, -0.89], [-6.04, -2.94, 0.26], [-6.04, -0.06, -1.94], [-5.32, -0.28, -0.14], [-7.09, -0.39, -0.07], [-5.41, -2.57, -1.61], [-6.90, -2.37, -1.55], [-5.11, -2.96, 0.48], [-5.51, 0.74, -1.85], [-1.18, -1.80, -2.24], [-2.67, -2.06, -1.84], [-2.90, -1.94, -0.46], [-0.62, -3.09, -2.05], [-0.75, -1.02, -1.61], [-0.92, -1.57, -3.34], [-3.09, -2.97, -2.24], [-3.31, -1.29, -2.23], [-2.72, -1.00, -0.26], [0.35, -2.87, -2.03], [2.23, 2.23, -3.42], [1.86, 3.55, -4.12], [0.53, 3.47, -4.78], [3.16, 2.47, -2.39], [2.81, 1.63, -4.09], [1.34, 1.57, -3.20], [2.60, 3.88, -4.81], [1.85, 4.37, -3.39], [-0.04, 2.94, -4.22], [3.83, 3.07, -2.76], [5.35, -0.53, 2.24], [4.45, -1.69, 2.83], [3.34, -1.60, 2.03], [6.71, -0.98, 2.37], [5.18, 0.42, 2.79], [5.26, -0.25, 1.20], [4.17, -1.50, 3.85], [4.89, -2.73, 2.75], [2.87, -0.82, 2.36], [6.80, -1.25, 3.29], [-1.39, 0.36, -7.21], [-1.63, 0.20, -5.64], [-2.69, 1.10, -5.14], [-0.27, -0.47, -7.64], [-1.11, 1.38, -7.35], [-2.40, 0.19, -7.61], [-0.66, 0.44, -5.15], [-2.01, -0.68, -5.41], [-2.13, 1.55, -4.45], [-0.19, -1.19, -7.05], [3.46, 3.54, 2.01], [3.60, 2.27, 1.18], [2.57, 2.27, 0.25], [4.03, 3.12, 3.33], [2.46, 3.88, 2.03], [4.01, 4.39, 1.59], [3.51, 1.39, 1.78], [4.57, 2.10, 0.72], [2.88, 2.48, -0.70], [3.34, 2.48, 3.65]], "mulliken_charge": [-0.726, 0.187, -0.520, 0.435, -0.495, 0.204, -0.590, 2.447, -0.160, -0.556, 0.489, -0.382, -0.816, -0.702, 0.432, 0.333, 0.845, -0.388, -0.577, -0.580, 0.097, -0.465, 0.080, 0.471, 0.328, 0.363, 1.615, -0.748, -0.535, -0.653, 0.061, -1.049, 0.094, 0.392, 0.352, 0.178, -0.529, -0.659, -0.435, -0.313, 0.285, 0.431, 0.291, 0.434, 0.047, 0.179, 2.343, -0.387, -0.730, -0.809, -1.222, -0.552, -0.211, 0.564, 0.349, 0.422, 0.779, -0.533, -0.628, -0.636, -0.528, 0.264, 0.026, 0.519, 0.291, 0.489, 0.912, -0.937, -0.332, -0.651, -0.653, 0.120, 0.565, 0.154, -0.098, 0.546, 0.572, -0.572, -0.587, -0.471, 0.322, -0.563, 0.486, 0.253, 0.483, 0.247, 0.120, -0.485, -0.458, -0.631, 0.192, 0.020, 0.446, 0.280, -0.024, 0.324, -0.618, -0.471, -0.792, -0.528, 0.310, 0.270, 0.257, 0.669, 0.690, 0.310, -0.536, 1.415, -0.452, -0.682, 0.141, 0.388, -1.341, 0.681, 0.215, 0.484]}

{"formula": "C3H10NO", "method": "ωB97M-V with the def2-TZVPD basis set", "fmax_ha_per_bohr": 0.063, "e_above_lowest_ev": 1.830, "total_energy_ha": -249.986567, "gap_ev": 11.6, "total_charge": 1, "e_homo_ev": -15.07, "symbols": ["C", "O", "H", "H", "H", "H", "C", "C", "N", "H", "H", "H", "H", "H", "H"], "xyz": [[1.44, 1.74, -1.24], [0.49, 0.72, -1.60], [2.41, 1.36, -0.94], [1.71, 2.45, -2.06], [0.99, 2.38, -0.47], [-0.35, 1.20, -1.53], [-0.83, -0.44, 1.25], [-1.87, -1.24, 1.44], [0.36, -1.04, 0.53], [-0.84, 0.64, 1.29], [-2.89, -0.95, 1.62], [-1.82, -2.27, 1.09], [1.08, -1.05, 1.26], [0.10, -2.02, 0.50], [0.69, -0.52, -0.32]], "mulliken_charge": [-0.628, -0.603, 0.306, 0.273, 0.292, 0.345, 0.131, -0.781, -0.240, 0.387, 0.286, 0.207, 0.369, 0.346, 0.312]}

{"formula": "C5H17NO2", "method": "ωB97M-V with the def2-TZVPD basis set", "fmax_ha_per_bohr": 0.107, "e_above_lowest_ev": 2.794, "total_energy_ha": -405.839767, "gap_ev": 9.0, "smiles": "CC[C@@H](C)NC.O.O", "e_homo_ev": -8.45, "symbols": ["C", "C", "C", "C", "N", "C", "H", "H", "H", "H", "H", "H", "H", "H", "H", "H", "H", "H", "H", "O", "H", "H", "O", "H", "H"], "xyz": [[1.71, 2.05, 0.04], [0.60, 1.23, 0.63], [0.69, -0.23, 0.04], [1.67, -1.12, 0.96], [-0.71, -0.74, -0.10], [-0.67, -2.07, -0.66], [2.64, 1.56, 0.02], [2.05, 2.92, 0.86], [1.49, 2.57, -0.88], [0.56, 1.35, 1.75], [-0.48, 1.54, 0.32], [1.13, -0.27, -0.93], [1.66, -2.08, 0.39], [2.69, -0.80, 0.90], [1.35, -1.10, 2.03], [-1.34, -0.66, 0.71], [-1.45, -2.72, -0.25], [0.28, -2.57, -0.21], [-0.73, -1.97, -1.81], [-1.32, 0.78, -3.49], [-1.86, 1.54, -3.49], [-0.96, 1.12, -2.69], [-3.10, -0.44, 1.81], [-2.96, -0.15, 2.83], [-2.95, 0.26, 1.24]], "mulliken_charge": [-1.257, -0.329, 0.049, -1.324, -0.180, -0.797, 0.375, 0.268, 0.303, 0.320, 0.242, 0.353, 0.415, 0.387, 0.278, 0.208, 0.378, 0.178, 0.178, -0.569, 0.312, 0.249, -0.703, 0.343, 0.325]}